Entry 1:
C27H56ClNP2Yb | the ωB97M-V functional and the def2-TZVPD basis

Last column: Löwdin charge in e.
Geometry (Å):
Yb1 -1.14 1.35 0.68  0.491
Cl1 -1.01 0.65 -1.59  -0.154
P1 1.23 2.99 0.68  0.992
C1 0.57 4.31 -0.47  -0.538
C2 1.03 3.70 2.34  -0.570
C3 3.02 2.98 0.28  -0.550
C4 -0.87 4.00 -0.87  -0.180
H1 1.25 4.16 -1.33  0.106
C5 0.70 5.75 0.02  -0.123
H2 0.07 5.95 0.90  0.070
H3 0.31 6.37 -0.80  0.076
H4 1.72 6.07 0.23  0.050
H5 -0.94 3.09 -1.47  -0.031
H6 -1.21 4.82 -1.50  0.078
H7 -1.56 3.94 -0.02  0.054
H8 3.01 2.74 -0.80  0.111
C6 3.71 1.82 1.02  -0.121
C7 3.75 4.30 0.47  -0.120
H9 3.46 5.06 -0.25  0.062
H10 4.82 4.10 0.34  0.073
H11 3.62 4.71 1.48  0.073
H12 3.07 0.94 1.13  0.062
H13 4.03 2.14 2.01  0.059
H14 4.59 1.53 0.46  0.067
C8 -0.44 3.97 2.72  -0.110
H15 1.56 4.65 2.19  0.080
C9 1.70 2.90 3.45  -0.098
H16 -0.96 4.65 2.01  0.055
H17 -0.43 4.51 3.68  0.084
H18 -1.07 3.06 2.86  0.061
H19 1.40 1.83 3.47  0.076
H20 1.44 3.34 4.41  0.077
H21 2.80 2.92 3.38  0.055
H22 -3.15 1.12 1.22  -0.105
H23 0.32 -0.04 0.92  0.024
P2 -0.88 -3.24 -1.28  1.066
C10 0.25 -4.10 -2.50  -0.566
C11 -1.20 -4.39 0.19  -0.556
C12 -2.48 -3.01 -2.21  -0.571
C13 1.66 -3.52 -2.19  -0.150
H24 -0.09 -3.68 -3.46  0.097
C14 0.27 -5.61 -2.63  -0.130
H25 0.56 -6.10 -1.70  0.056
H26 1.02 -5.89 -3.36  0.060
H27 -0.68 -6.04 -2.96  0.063
H28 1.57 -2.46 -1.91  0.055
H29 2.27 -3.59 -3.09  0.060
H30 2.13 -4.09 -1.38  0.063
H31 -2.12 -2.47 -3.11  0.097
C15 -3.38 -2.05 -1.41  -0.161
C16 -3.29 -4.21 -2.67  -0.136
H32 -2.81 -4.80 -3.46  0.059
H33 -4.25 -3.90 -3.06  0.068
H34 -3.51 -4.89 -1.84  0.065
H35 -2.78 -1.32 -0.85  -0.002
H36 -4.03 -2.60 -0.71  0.064
H37 -4.00 -1.48 -2.09  0.069
C17 0.11 -4.84 0.85  -0.126
H38 -1.73 -5.28 -0.21  0.093
C18 -2.14 -3.71 1.19  -0.139
H39 0.79 -5.35 0.15  0.043
H40 -0.13 -5.57 1.64  0.079
H41 0.61 -4.00 1.31  0.057
H42 -1.76 -2.70 1.45  0.059
H43 -2.18 -4.29 2.13  0.082
H44 -3.16 -3.61 0.84  0.044
C19 -3.68 -1.74 3.67  -0.100
N1 -3.53 -0.38 4.13  -0.303
C20 -3.78 -0.18 5.53  -0.138
C21 -2.64 0.52 3.44  -0.306
C22 -1.21 0.06 3.46  -0.293
C23 -0.63 0.02 4.73  -0.093
C24 0.56 -0.70 4.91  -0.138
C25 1.16 -1.36 3.84  -0.135
C26 0.61 -1.24 2.56  -0.197
C27 -0.45 -0.36 2.30  -0.256
H45 -4.59 -2.14 4.17  0.075
H46 -2.83 -2.41 3.96  0.084
H47 -3.81 -1.79 2.57  0.080
H48 -2.96 -0.63 6.16  0.072
H49 -3.85 0.89 5.73  0.072
H50 -4.72 -0.70 5.78  0.071
H51 -3.15 0.60 2.31  -0.039
H52 -2.79 1.52 3.91  0.107
H53 -1.11 0.52 5.60  0.101
H54 1.00 -0.76 5.90  0.081
H55 2.08 -1.96 3.97  0.092
H56 1.06 -1.78 1.73  0.064

Total charge = -1
Expectation value of S² = 0.764
E = -3418.53563 Eh
2S+1 = 2
LUMO energy (spin up / spin down) = 2.568 / 2.564 eV

Entry 2:
C27H56FN3O9 | the ωB97M-V functional and the def2-TZVPD basis

Last column: Löwdin charge in e.
Geometry (Å):
C1 0.86 0.50 1.50  -0.102
C2 -0.50 -0.20 0.93  -0.169
C3 -0.24 -1.74 0.58  -0.186
F1 0.76 -1.75 -0.47  -0.059
C4 -1.56 -2.56 0.20  -0.269
C5 -2.48 -2.09 -1.02  -0.158
N1 -1.67 -1.52 -2.14  0.014
O1 -1.06 -3.87 -0.21  0.028
C6 -1.93 -4.94 0.17  -0.377
O2 -2.02 -6.06 -0.33  0.125
O3 -2.66 -4.45 1.31  0.016
C7 -2.60 -3.00 1.35  -0.196
C8 -2.28 -2.70 2.89  -0.106
C9 -3.60 -2.68 3.82  -0.190
C10 -4.46 -1.33 3.64  -0.196
C11 -5.54 -1.43 2.42  -0.185
C12 -5.15 -0.25 1.41  -0.204
C13 -6.15 -0.07 0.16  -0.148
O4 -6.10 1.36 -0.21  -0.094
C14 -4.78 1.74 -0.58  -0.400
C15 -3.78 2.60 0.36  0.010
O5 -4.39 1.39 -1.73  0.040
H1 1.65 0.63 0.70  0.080
H2 1.32 -0.11 2.35  0.078
H3 0.53 1.51 1.94  0.077
H4 -0.80 0.37 -0.02  0.101
H5 -1.34 -0.13 1.70  0.095
H6 0.27 -2.25 1.48  0.167
H7 -3.25 -1.27 -0.73  0.111
H8 -3.11 -2.97 -1.41  0.150
H9 -2.05 -0.62 -2.47  0.068
H10 -1.60 -2.19 -2.92  0.085
H11 -3.60 -2.65 0.93  0.130
H12 -1.64 -3.58 3.27  0.136
H13 -1.62 -1.76 3.05  0.111
H14 -3.25 -2.71 4.92  0.113
H15 -4.27 -3.60 3.66  0.125
H16 -5.04 -1.06 4.60  0.114
H17 -3.75 -0.45 3.43  0.100
H18 -6.61 -1.26 2.81  0.120
H19 -5.44 -2.46 1.94  0.102
H20 -5.21 0.74 2.00  0.127
H21 -4.05 -0.35 1.09  0.093
H22 -5.90 -0.70 -0.75  0.128
H23 -7.24 -0.31 0.44  0.139
H24 -2.79 2.83 -0.19  0.082
H25 -3.47 1.94 1.26  0.072
H26 -4.28 3.52 0.81  0.095
C16 6.06 -1.35 3.42  -0.117
O6 6.49 -2.56 2.81  -0.199
C17 5.58 -3.65 3.03  -0.211
C18 4.94 -4.06 1.70  -0.211
N2 4.00 -3.04 1.22  -0.052
C19 3.54 -3.27 -0.15  -0.192
C20 4.59 -3.18 -1.27  -0.215
O7 5.12 -1.87 -1.45  -0.178
C21 6.24 -1.57 -0.63  -0.102
H27 6.86 -0.62 3.31  0.089
H28 5.16 -0.97 2.93  0.075
H29 5.87 -1.50 4.49  0.086
H30 4.82 -3.41 3.78  0.119
H31 6.17 -4.48 3.40  0.119
H32 4.40 -5.01 1.85  0.122
H33 5.74 -4.23 0.98  0.103
H34 4.46 -2.14 1.26  0.066
H35 2.77 -2.52 -0.35  0.094
H36 3.04 -4.25 -0.20  0.122
H37 4.08 -3.42 -2.21  0.121
H38 5.39 -3.92 -1.16  0.107
H39 6.84 -2.45 -0.40  0.089
H40 5.90 -1.09 0.30  0.068
H41 6.86 -0.84 -1.16  0.087
C22 1.50 3.54 -5.39  -0.114
O8 2.17 4.20 -4.33  -0.199
C23 2.10 5.63 -4.42  -0.210
C24 1.27 6.19 -3.27  -0.210
N3 -0.15 5.86 -3.44  -0.054
C25 -0.96 6.17 -2.26  -0.196
C26 -0.68 5.36 -0.99  -0.214
O9 -1.00 3.98 -1.10  -0.209
C27 0.04 3.17 -1.63  -0.078
H42 1.69 2.47 -5.30  0.090
H43 0.42 3.71 -5.33  0.078
H44 1.87 3.89 -6.36  0.087
H45 1.73 5.96 -5.39  0.122
H46 3.13 5.99 -4.32  0.119
H47 1.38 7.28 -3.24  0.122
H48 1.66 5.78 -2.34  0.102
H49 -0.24 4.87 -3.64  0.069
H50 -2.01 5.99 -2.55  0.119
H51 -0.88 7.24 -2.04  0.117
H52 -1.34 5.75 -0.21  0.119
H53 0.34 5.50 -0.61  0.110
H54 1.03 3.55 -1.37  0.094
H55 -0.06 3.08 -2.71  0.075
H56 -0.07 2.17 -1.21  0.070

SMILES string = CC[C@H](F)[C@@]1(CN)OC(=O)O[C@H]1CCCCCCOC(C)=O.COCCNCCOC.COCCNCCOC
E = -2003.43657 Eh
LUMO energy = 0.511 eV

Entry 3:
C27H56N17O32PS | the ωB97M-V functional and the def2-TZVPD basis

Last column: Löwdin charge in e.
Geometry (Å):
N1 4.24 -3.04 3.68  -0.165
P1 4.55 -2.24 2.37  0.621
O1 5.78 -1.13 2.66  -0.186
O2 5.04 -3.22 1.12  -0.208
C1 3.08 -1.22 1.81  -0.217
C2 3.38 -0.15 0.82  -0.074
C3 2.26 0.69 0.41  -0.082
C4 0.91 0.47 0.95  -0.417
C5 0.59 -0.58 1.90  -0.194
C6 1.74 -1.43 2.33  0.012
N2 -0.67 -0.88 2.53  0.058
C7 -1.84 -0.24 1.97  -0.215
C8 -3.16 -0.77 2.42  -0.020
C9 -4.42 -0.18 1.96  -0.078
C10 -4.45 0.96 1.03  -0.068
C11 -3.16 1.47 0.55  -0.102
C12 -1.90 0.87 1.03  -0.413
S1 -0.38 1.61 0.39  0.962
H1 3.28 -2.88 3.98  -0.057
H2 5.79 -0.47 1.93  0.018
H3 6.01 -3.02 1.03  0.019
H4 4.42 0.01 0.44  0.086
H5 2.44 1.53 -0.31  0.108
H6 1.57 -2.24 3.08  0.064
H7 -0.85 -1.89 2.42  0.120
H8 -3.25 -1.63 3.13  0.096
H9 -5.42 -0.57 2.29  0.097
H10 -5.40 1.44 0.68  0.089
H11 -3.13 2.31 -0.18  0.079
C13 -0.19 5.79 2.01  0.049
N3 -1.36 5.66 1.11  -0.444
O3 -2.09 4.70 1.28  0.041
O4 -1.52 6.53 0.28  0.057
H12 -0.18 4.95 2.70  0.098
H13 0.70 5.78 1.39  0.103
H14 -0.28 6.73 2.55  0.101
C14 -1.27 2.65 -3.26  0.037
N4 -2.19 1.49 -3.15  -0.426
O5 -1.88 0.48 -3.75  0.082
O6 -3.20 1.63 -2.48  0.022
H15 -0.43 2.38 -3.89  0.098
H16 -1.83 3.47 -3.69  0.090
H17 -0.94 2.89 -2.25  0.064
C15 4.43 -3.83 6.93  0.036
N5 4.17 -3.22 8.26  -0.446
O7 5.06 -3.25 9.09  0.063
O8 3.07 -2.72 8.43  0.037
H18 5.44 -4.24 6.93  0.095
H19 3.70 -4.63 6.79  0.096
H20 4.32 -3.05 6.18  0.067
C16 -0.86 7.10 -4.58  0.040
N6 -0.02 5.89 -4.41  -0.441
O9 -0.11 5.02 -5.26  0.057
O10 0.69 5.84 -3.42  0.054
H21 -1.44 7.00 -5.49  0.062
H22 -1.51 7.17 -3.71  0.106
H23 -0.19 7.96 -4.64  0.102
C17 7.61 -3.30 -1.99  0.064
N7 8.20 -3.11 -0.64  -0.405
O11 7.56 -3.52 0.32  0.014
O12 9.27 -2.55 -0.59  0.105
H24 6.65 -3.81 -1.89  0.100
H25 7.48 -2.32 -2.44  0.105
H26 8.30 -3.91 -2.57  0.107
C18 6.33 -6.15 1.45  0.041
N8 6.43 -7.34 0.56  -0.440
O13 5.83 -8.35 0.90  0.055
O14 7.11 -7.22 -0.44  0.058
H27 5.70 -6.40 2.30  0.101
H28 7.33 -5.90 1.78  0.104
H29 5.89 -5.35 0.86  0.066
C19 7.29 2.81 2.81  0.054
N9 6.02 2.36 2.17  -0.426
O15 4.99 2.81 2.61  0.101
O16 6.12 1.57 1.24  0.019
H30 7.05 3.51 3.61  0.099
H31 7.79 1.93 3.20  0.105
H32 7.88 3.30 2.04  0.103
C20 -0.86 -4.32 4.33  0.052
N10 0.49 -4.25 4.94  -0.411
O17 0.77 -5.08 5.78  0.099
O18 1.23 -3.36 4.55  0.014
H33 -1.40 -5.15 4.77  0.099
H34 -1.36 -3.38 4.53  0.096
H35 -0.73 -4.47 3.26  0.105
C21 -3.80 5.09 -8.19  0.051
N11 -4.00 5.70 -6.85  -0.437
O19 -3.06 5.71 -6.08  0.034
O20 -5.10 6.16 -6.62  0.069
H36 -2.77 4.73 -8.26  0.099
H37 -4.50 4.27 -8.29  0.098
H38 -3.98 5.86 -8.94  0.101
C22 5.90 -11.70 1.61  0.037
N12 4.99 -12.87 1.70  -0.454
O21 5.31 -13.89 1.11  0.061
O22 3.99 -12.73 2.37  0.058
H39 6.75 -11.97 0.98  0.095
H40 5.34 -10.88 1.16  0.083
H41 6.23 -11.46 2.61  0.101
C23 -6.18 3.03 -4.02  0.030
N13 -5.68 2.65 -5.36  -0.417
O23 -4.49 2.84 -5.58  0.048
O24 -6.47 2.16 -6.14  0.064
H42 -5.36 3.45 -3.44  0.085
H43 -6.97 3.78 -4.17  0.105
H44 -6.58 2.14 -3.55  0.076
C24 2.24 0.60 8.35  0.039
N14 2.21 1.77 7.43  -0.453
O25 1.29 1.83 6.63  0.060
O26 3.10 2.59 7.54  0.054
H45 1.39 -0.04 8.13  0.094
H46 3.18 0.07 8.17  0.091
H47 2.19 0.98 9.37  0.102
C25 -6.70 -0.25 -8.41  0.031
N15 -6.59 -1.43 -9.31  -0.454
O27 -7.12 -2.46 -8.94  0.064
O28 -5.98 -1.27 -10.35  0.053
H48 -7.26 -0.53 -7.52  0.094
H49 -5.69 0.05 -8.14  0.096
H50 -7.21 0.54 -8.96  0.101
C26 -5.47 4.82 -0.10  0.050
N16 -6.71 4.65 -0.91  -0.438
O29 -7.38 3.65 -0.70  0.048
O30 -6.97 5.52 -1.72  0.065
H51 -5.37 3.98 0.57  0.081
H52 -4.63 4.87 -0.80  0.101
H53 -5.57 5.75 0.45  0.106
C27 -9.99 2.30 -2.73  0.054
N17 -9.57 1.44 -3.88  -0.427
O31 -8.39 1.20 -4.00  0.036
O32 -10.46 1.03 -4.60  0.075
H54 -9.10 2.58 -2.17  0.067
H55 -10.48 3.17 -3.15  0.105
H56 -10.67 1.72 -2.11  0.103

E = -5139.05107 Eh
LUMO energy = -0.672 eV

Entry 4:
C27H56O6Si | the ωB97M-V functional and the def2-TZVPD basis

Last column: Löwdin charge in e.
Geometry (Å):
C1 3.16 1.77 2.96  -0.124
C2 1.52 2.00 2.77  -0.177
C3 1.14 1.13 1.39  -0.093
C4 0.32 -0.14 1.47  0.062
C5 0.08 -0.91 0.01  -0.194
O1 -1.08 -1.47 -0.33  -0.049
C6 1.40 -0.87 -1.01  0.028
C7 2.23 0.40 -1.09  -0.140
Si1 3.72 0.49 -2.31  0.509
C8 3.35 -0.83 -3.70  -0.225
C9 3.68 2.23 -3.14  -0.226
C10 5.45 0.29 -1.49  -0.234
C11 1.71 1.63 -0.11  -0.173
O2 1.71 2.91 -0.49  -0.046
H1 3.71 2.46 2.18  0.080
H2 3.51 1.91 4.07  0.078
H3 3.35 0.64 2.64  0.090
H4 0.94 1.46 3.65  0.100
H5 1.22 3.12 2.68  0.117
H6 -0.09 -0.53 2.50  0.112
H7 1.63 -1.84 -1.63  0.103
H8 2.16 -0.85 -3.79  0.054
H9 3.78 -0.42 -4.72  0.051
H10 3.71 -1.91 -3.42  0.045
H11 2.82 2.20 -3.95  0.056
H12 3.53 3.11 -2.38  0.043
H13 4.70 2.41 -3.69  0.050
H14 5.52 -0.54 -0.67  0.044
H15 5.86 1.34 -1.14  0.055
H16 6.20 -0.05 -2.36  0.058
C12 -2.79 -2.70 5.77  -0.074
C13 -1.35 -2.41 5.40  -0.270
O3 -1.15 -1.12 4.81  -0.192
C14 -1.51 0.00 5.62  -0.280
C15 -0.74 0.08 6.92  -0.079
H17 -3.44 -2.61 4.89  0.071
H18 -2.89 -3.71 6.18  0.081
H19 -3.17 -1.99 6.52  0.067
H20 -1.03 -3.15 4.66  0.120
H21 -0.69 -2.54 6.26  0.105
H22 -2.59 0.00 5.80  0.107
H23 -1.30 0.89 5.02  0.111
H24 -0.92 -0.78 7.56  0.067
H25 -1.03 0.98 7.48  0.080
H26 0.34 0.12 6.73  0.081
C16 -6.89 0.74 1.68  -0.084
C17 -6.63 -0.66 2.22  -0.281
O4 -5.97 -1.52 1.29  -0.164
C18 -4.68 -1.09 0.84  -0.268
C19 -3.67 -0.94 1.97  -0.076
H27 -7.48 0.69 0.76  0.083
H28 -7.43 1.33 2.42  0.076
H29 -5.96 1.26 1.44  0.064
H30 -7.59 -1.13 2.44  0.117
H31 -6.08 -0.63 3.16  0.101
H32 -4.77 -0.17 0.26  0.108
H33 -4.32 -1.86 0.15  0.119
H34 -3.98 -0.18 2.69  0.067
H35 -2.69 -0.65 1.57  0.052
H36 -3.56 -1.88 2.52  0.076
C20 1.72 -7.11 -2.03  -0.083
C21 1.81 -5.76 -2.71  -0.283
O5 0.62 -5.38 -3.39  -0.164
C22 -0.56 -5.26 -2.59  -0.269
C23 -0.43 -4.22 -1.49  -0.092
H37 1.46 -7.89 -2.75  0.084
H38 2.67 -7.37 -1.55  0.077
H39 0.95 -7.12 -1.25  0.064
H40 2.60 -5.81 -3.47  0.117
H41 2.11 -4.98 -2.01  0.097
H42 -0.84 -6.23 -2.18  0.105
H43 -1.37 -4.96 -3.26  0.121
H44 0.36 -4.47 -0.78  0.070
H45 -1.37 -4.14 -0.93  0.080
H46 -0.19 -3.24 -1.91  0.056
C24 2.11 6.32 -5.96  -0.083
C25 1.00 7.01 -5.19  -0.279
O6 -0.12 6.17 -4.93  -0.165
C26 0.13 5.00 -4.16  -0.274
C27 0.69 5.29 -2.78  -0.078
H47 1.73 5.94 -6.92  0.083
H48 2.93 7.02 -6.17  0.077
H49 2.53 5.48 -5.42  0.059
H50 0.63 7.86 -5.78  0.117
H51 1.38 7.44 -4.26  0.103
H52 0.79 4.32 -4.72  0.098
H53 -0.83 4.48 -4.06  0.120
H54 1.65 5.80 -2.82  0.067
H55 0.83 4.35 -2.22  0.050
H56 0.00 5.93 -2.22  0.085

SMILES string = CCC1=CC(=O)C=C([Si](C)(C)C)C1=O.CCOCC.CCOCC.CCOCC.CCOCC
E = -1802.95951 Eh
LUMO energy = -1.494 eV

Q: The lowest E belongs to which entry?
A: C27H56N17O32PS

Q: The highest E belongs to which entry?
A: C27H56O6Si

Q: The lowest E belongs to which entry?
A: C27H56N17O32PS

Q: What is the formula in the second record?
A: C27H56FN3O9